A structure of composition C43H47NOP3S2Sc at a distorted geometry, computed with ωB97M-V/def2-TZVPD.

The relative energy (zero: lowest compared OMol25 entry of this formula, charge and spin) comes out at 10.3 kcal/mol. The calculation puts the lowest unoccupied orbital energy (alpha / beta) at -0.367 / -0.368 eV. Its orbital gap (alpha / beta) is 4.67 / 4.68 eV. The multiplicity is 1.

Each line ends with the Mulliken charge.
Geometry (Å):
Sc: -0.629 -0.333 -0.105  -0.886
N: 2.330 -1.780 -0.302  0.121
P: 0.869 -2.600 0.305  0.652
C: 1.195 -4.348 0.046  0.346
C: 1.987 -4.676 -1.043  -0.836
C: 2.454 -5.955 -1.230  -0.505
C: 2.049 -6.990 -0.346  -0.379
C: 1.113 -6.725 0.613  -0.551
C: 0.875 -5.397 0.972  -0.420
C: 1.041 -2.106 2.032  0.149
C: -0.121 -1.569 2.857  0.798
C: 0.431 -0.591 3.864  -0.844
C: 1.736 -0.643 4.298  -0.940
C: 2.638 -1.527 3.741  -1.025
C: 2.295 -2.218 2.532  0.039
P: 2.202 -0.074 -0.548  -0.177
C: 3.308 0.772 0.675  0.880
C: 4.266 0.234 1.489  0.224
C: 5.160 1.098 2.214  -0.896
C: 4.935 2.431 2.284  -0.385
C: 3.865 3.023 1.561  -0.830
C: 3.059 2.162 0.773  -0.677
C: 3.277 0.159 -2.017  0.413
C: 2.868 0.951 -3.055  -0.474
C: 3.515 0.883 -4.270  -0.321
C: 4.732 0.167 -4.431  -0.551
C: 5.230 -0.508 -3.322  -0.753
C: 4.499 -0.560 -2.116  -0.376
H: 2.886 -2.204 -1.027  0.305
H: 2.299 -3.863 -1.669  0.311
H: 3.140 -6.157 -2.054  0.380
H: 2.395 -8.048 -0.514  0.295
H: 0.621 -7.576 1.244  0.273
H: 0.495 -5.150 1.980  0.362
H: -0.492 -2.371 3.521  0.286
H: -0.225 0.150 4.268  0.304
H: 2.042 0.025 5.109  0.399
H: 3.654 -1.494 4.174  0.301
H: 3.073 -2.849 1.997  0.337
H: 4.363 -0.860 1.461  0.366
H: 6.068 0.687 2.725  0.334
H: 5.553 3.073 2.888  0.396
H: 3.576 4.040 1.623  0.513
H: 2.315 2.546 0.105  0.329
H: 2.042 1.674 -2.973  0.486
H: 3.021 1.365 -5.131  0.353
H: 5.212 0.243 -5.434  0.335
H: 6.141 -1.099 -3.379  0.389
H: 4.864 -1.117 -1.215  0.339
C: -2.207 -3.176 -2.507  -1.138
C: -2.285 -1.653 -2.541  -0.083
O: -2.165 -1.206 -1.155  0.151
H: -1.434 -3.526 -3.194  0.327
H: -3.100 -3.572 -2.946  0.450
H: -2.055 -3.608 -1.498  0.210
H: -3.285 -1.343 -2.858  0.090
H: -1.544 -1.126 -3.143  0.436
H: -3.046 -1.240 -0.681  -0.036
C: -3.167 -1.598 3.549  -2.059
C: -2.586 -0.530 2.651  3.292
C: -2.271 0.690 3.593  -2.044
C: -3.595 -0.071 1.632  -1.774
C: -1.290 -1.042 1.955  -0.537
H: -3.916 -1.149 4.195  0.466
H: -2.423 -1.998 4.190  0.440
H: -3.708 -2.313 2.937  0.390
H: -3.185 1.303 3.748  0.451
H: -1.479 1.308 3.196  0.312
H: -1.907 0.365 4.580  0.539
H: -4.404 0.488 2.090  0.680
H: -4.002 -0.883 1.016  0.126
H: -3.150 0.690 0.937  -0.069
H: -1.738 -1.945 1.466  0.360
S: -2.263 4.675 1.440  -0.461
P: -2.049 3.487 -0.070  0.981
S: -0.500 2.065 0.051  0.226
C: -3.575 2.670 -0.572  -0.433
C: -4.726 2.863 0.260  -0.428
C: -5.968 2.408 0.035  -0.796
C: -6.090 1.604 -1.107  -0.312
C: -5.027 1.338 -1.946  -1.116
C: -3.750 1.834 -1.687  0.579
C: -1.490 4.553 -1.374  0.586
C: -0.373 5.351 -1.117  -0.779
C: 0.108 6.197 -2.142  -0.618
C: -0.443 6.167 -3.425  -0.642
C: -1.549 5.335 -3.629  -0.643
C: -2.114 4.590 -2.619  -0.246
H: -4.562 3.549 1.093  0.237
H: -6.770 2.516 0.756  0.451
H: -7.009 1.063 -1.335  0.340
H: -5.216 0.635 -2.793  0.339
H: -2.956 1.661 -2.411  0.642
H: 0.086 5.401 -0.127  0.377
H: 0.899 6.875 -1.927  0.419
H: -0.071 6.791 -4.199  0.453
H: -1.888 5.279 -4.687  0.311
H: -2.983 3.932 -2.851  0.361

=====

A cluster of 2 separate species, C8H16N3O in total at a distorted geometry, computed with ωB97M-V/def2-TZVPD.

The relative energy (zero: lowest compared OMol25 entry of this formula, charge and spin) comes out at 28.9 kcal/mol. Its charge is +1. The calculation puts the lowest unoccupied orbital energy (alpha / beta) at -2.682 / -6.156 eV. Its orbital gap (alpha / beta) is 6.69 / 6.42 eV. The multiplicity is 3.

Each line ends with the Löwdin spin population.
Geometry (Å):
C: 2.118 -1.923 0.482  0.670
C: 3.060 -1.354 -0.525  0.103
C: 0.857 -1.449 0.731  0.532
C: 4.267 -0.909 -0.318  0.030
C: 1.187 0.860 0.409  0.234
C: -2.649 -0.662 0.943  0.001
C: -2.904 0.807 -1.080  0.001
C: 5.205 -0.038 -0.038  -0.003
N: 0.411 -0.185 0.522  0.128
N: 0.694 2.040 -0.033  0.164
N: -2.147 -0.229 -0.382  0.017
O: 4.955 1.311 0.124  -0.001
H: 2.186 -2.972 0.745  0.028
H: 2.681 -1.593 -1.572  0.033
H: 0.255 -1.935 1.368  0.027
H: -2.814 0.248 1.473  0.000
H: -3.636 -1.148 0.860  0.001
H: -1.865 -1.333 1.402  0.001
H: -2.203 1.240 -1.683  0.000
H: -3.912 0.528 -1.527  0.001
H: -3.163 1.525 -0.371  0.000
H: 6.211 -0.322 0.119  0.000
H: 2.171 0.949 0.854  0.008
H: -0.638 -0.054 -0.022  0.011
H: 1.135 2.911 0.172  0.005
H: -0.196 2.188 -0.404  0.006
H: -1.952 -1.025 -1.038  0.002
H: 5.371 1.768 -0.579  0.000

=====

A structure of composition C10H20AlBr10NO3 at a distorted geometry, computed with ωB97M-V/def2-TZVPD.

The relative energy (zero: lowest compared OMol25 entry of this formula, charge and spin) comes out at 30.1 kcal/mol. Its charge is +2. The calculation puts the lowest unoccupied orbital energy at -12.736 eV. Its orbital gap is 2.28 eV. The multiplicity is 1.

Each line ends with the Mulliken charge.
Geometry (Å):
Al: -3.498 -0.765 3.319  0.987
N: -0.896 0.523 1.302  0.953
O: -1.606 -0.437 1.070  -0.470
O: -1.079 1.034 2.388  -0.553
O: -0.049 0.908 0.540  -0.396
Br: -1.894 -3.731 1.647  -0.060
C: -2.062 -3.602 -0.326  -0.529
C: -3.516 -3.734 -0.707  -0.480
Br: -4.492 -2.157 -0.142  -0.158
H: -1.517 -4.484 -0.662  0.455
H: -1.477 -2.760 -0.694  0.168
H: -3.972 -4.634 -0.293  0.429
H: -3.546 -3.869 -1.788  0.389
Br: 3.219 4.935 2.790  -0.039
C: 1.600 5.171 1.651  -0.622
C: 1.487 4.048 0.610  -0.390
Br: -0.101 4.367 -0.579  0.031
H: 1.613 6.154 1.180  0.418
H: 0.669 5.116 2.215  0.413
H: 1.339 3.128 1.175  0.161
H: 2.336 3.888 -0.055  0.463
Br: -1.004 -0.425 -3.951  -0.120
C: -1.692 1.263 -3.153  -0.424
C: -2.937 0.907 -2.290  -0.141
Br: -3.555 2.417 -1.225  -0.041
H: -1.960 1.973 -3.936  0.450
H: -0.869 1.747 -2.628  0.199
H: -2.719 0.147 -1.540  -0.102
H: -3.745 0.592 -2.951  0.470
Br: 3.775 1.361 -2.380  -0.106
C: 3.470 -0.581 -1.958  -0.542
C: 1.954 -0.765 -1.479  0.079
Br: 1.640 -2.731 -1.168  -0.083
H: 4.192 -0.850 -1.187  0.382
H: 3.606 -1.122 -2.894  0.419
H: 1.239 -0.380 -2.207  0.162
H: 1.733 -0.312 -0.513  -0.100
Br: -0.029 -1.871 4.059  -0.059
C: 1.277 -2.109 2.553  -0.091
C: 2.293 -0.957 2.241  -0.341
Br: 3.449 -0.818 3.884  -0.022
H: 0.691 -2.347 1.665  -0.224
H: 1.784 -3.038 2.811  0.588
H: 1.912 0.063 2.184  0.162
H: 2.940 -1.260 1.418  0.316

=====

A structure of composition C19H27AuN6S at a distorted geometry, computed with ωB97M-V/def2-TZVPD.

Its charge is +2. The calculation puts the lowest unoccupied orbital energy (alpha / beta) at -9.204 / -9.203 eV. Its orbital gap (alpha / beta) is 4.94 / 4.94 eV. The multiplicity is 1.

Each line ends with the Mulliken charge.
Geometry (Å):
Au: -0.023 0.069 0.340  0.903
N: 3.952 2.011 -0.437  -0.366
C: 2.702 1.658 -0.183  0.634
S: 2.146 0.150 -0.850  -0.301
N: 1.961 2.444 0.558  -0.902
N: 0.758 2.094 0.907  0.435
C: 0.027 2.842 1.695  0.919
C: 0.445 4.166 2.122  0.583
C: 1.110 5.041 1.246  -0.308
C: 1.531 6.277 1.686  -0.749
C: 1.320 6.663 3.004  -0.448
C: 0.674 5.800 3.884  -0.852
C: 0.234 4.567 3.454  -0.362
C: -1.187 2.231 2.221  0.046
C: -2.198 2.974 2.834  -0.762
C: -3.237 2.308 3.467  -0.693
C: -3.227 0.922 3.491  -0.805
C: -2.224 0.257 2.794  -0.157
N: -1.254 0.888 2.153  -0.203
H: 4.566 1.414 -0.968  0.199
H: 4.331 2.857 -0.037  0.241
H: 1.242 4.768 0.209  0.469
H: 2.006 6.963 0.998  0.422
H: 1.665 7.627 3.347  0.434
H: 0.515 6.093 4.910  0.426
H: -0.216 3.881 4.156  0.582
H: -2.172 4.053 2.802  0.706
H: -4.028 2.856 3.952  0.506
H: -3.984 0.366 4.019  0.481
H: -2.195 -0.824 2.765  0.299
C: -1.839 -0.365 -2.347  -1.032
N: -2.082 -0.314 -0.908  0.538
C: -3.080 0.705 -0.612  -1.123
C: -2.490 -1.613 -0.367  -0.704
C: -1.409 -2.674 -0.528  -0.984
N: -0.132 -2.293 0.100  0.635
C: 0.991 -2.776 -0.704  -1.447
C: -0.038 -2.827 1.457  -1.112
H: -2.700 -0.797 -2.866  0.312
H: -0.958 -0.955 -2.583  0.241
H: -1.680 0.641 -2.722  0.355
H: -4.013 0.519 -1.149  0.392
H: -2.708 1.681 -0.912  0.328
H: -3.298 0.723 0.453  0.345
H: -3.401 -1.970 -0.866  0.383
H: -2.721 -1.474 0.690  0.255
H: -1.241 -2.864 -1.588  0.559
H: -1.779 -3.603 -0.081  0.350
H: 0.915 -3.851 -0.879  0.361
H: 1.930 -2.579 -0.193  0.449
H: 1.014 -2.267 -1.666  0.468
H: -0.006 -3.920 1.439  0.451
H: -0.902 -2.514 2.039  0.316
H: 0.867 -2.468 1.942  0.287

=====

The molecule C8H10N2O2 at a distorted geometry, computed with ωB97M-V/def2-TZVPD.

The relative energy (zero: lowest compared OMol25 entry of this formula, charge and spin) comes out at 72.1 kcal/mol. Its structure (SMILES) is Cn1cccc1/C=C\C(=O)NO. The calculation puts the lowest unoccupied orbital energy at 0.120 eV. Its orbital gap is 8.46 eV. The multiplicity is 1.

Each line ends with the Mulliken charge.
Geometry (Å):
C: 0.193 -0.565 1.770  -0.912
N: 1.038 -0.323 0.587  0.261
C: 2.119 -0.999 0.267  -0.181
C: 2.719 -0.474 -0.844  -0.877
C: 1.856 0.588 -1.288  -0.357
C: 0.840 0.678 -0.329  -0.095
C: -0.108 1.721 -0.161  -0.414
C: -1.431 1.560 0.081  -0.486
C: -2.186 0.325 -0.253  0.575
O: -3.342 0.183 0.132  -0.726
N: -1.544 -0.709 -0.821  0.074
O: -2.386 -1.806 -1.015  -0.507
H: 0.772 -1.080 2.551  0.371
H: -0.088 0.443 2.082  0.394
H: -0.733 -1.118 1.573  0.238
H: 2.378 -1.865 0.861  0.411
H: 3.649 -0.768 -1.329  0.411
H: 1.889 1.263 -2.151  0.444
H: 0.272 2.730 -0.227  0.385
H: -2.023 2.423 0.398  0.395
H: -0.688 -0.819 -1.313  0.213
H: -3.194 -1.387 -0.569  0.384

=====

The molecule C10H16NP at a distorted geometry, computed with ωB97M-V/def2-TZVPD.

The relative energy (zero: lowest compared OMol25 entry of this formula, charge and spin) comes out at 27.4 kcal/mol. Its structure (SMILES) is CP(c1ccccn1)C(C)(C)C. The calculation puts the lowest unoccupied orbital energy at 0.868 eV. Its orbital gap is 9.08 eV. The multiplicity is 1.

Each line ends with the Mulliken charge.
Geometry (Å):
C: -1.606 -1.580 -0.755  -1.145
P: -0.371 -1.220 0.601  -0.093
C: 1.190 -1.063 -0.743  0.467
C: 2.512 -0.861 -0.312  -0.428
C: 3.486 -0.847 -1.279  -0.286
C: 3.125 -1.126 -2.584  -0.343
C: 1.849 -1.499 -2.880  -0.335
N: 0.860 -1.480 -1.966  -0.334
C: -0.786 0.551 1.163  1.811
C: -0.350 1.453 -0.035  -1.904
C: -2.263 0.465 1.536  -2.324
C: 0.060 0.954 2.375  -1.363
H: -1.589 -2.543 -1.093  0.447
H: -1.836 -0.931 -1.564  0.393
H: -2.601 -1.401 -0.090  0.294
H: 2.714 -0.872 0.798  0.236
H: 4.465 -0.557 -0.954  0.417
H: 3.952 -1.203 -3.469  0.193
H: 1.498 -1.977 -3.826  0.352
H: 0.692 1.470 0.035  0.607
H: -0.817 1.318 -0.960  0.320
H: -0.447 2.483 0.304  0.527
H: -2.508 -0.373 2.062  0.611
H: -2.960 0.510 0.682  0.456
H: -2.493 1.352 2.152  0.452
H: -0.459 0.736 3.368  0.357
H: 1.044 0.386 2.423  0.224
H: 0.166 2.032 2.409  0.391